Record 1
The following is a DFT calculation (ωB97M-V/def2-TZVPD) of a single C3H3NO molecule in a non-equilibrium geometry.

For the HOMO energy (spin up / spin down), the calculation gives -9.81 / -8.28 eV. Its net charge is 0. As for the energy above the lowest of the compared OMol25 structures with the same formula, charge and spin: 84.16 kcal/mol. The frontier orbital gap (spin up / spin down) is 9.567 / 7.431 eV.

Positions of all 8 atoms, in Å:
O1 -2.060 0.614 0.624
C1 -1.254 0.226 -0.112
C2 -0.030 -0.673 -0.058
C3 0.939 0.516 -0.035
N1 2.038 0.546 0.452
H1 0.301 1.330 -0.633
H2 0.119 -1.176 -1.018
H3 -0.054 -1.384 0.779

Results of the natural (NBO) charge analysis, in e, for atoms 1 through 4: number 1, O, carries -0.4431; number 2, C, carries 0.5459; number 3, C, carries -0.5582; number 4, C, carries -0.0424


Record 2
The following is a DFT calculation (ωB97M-V/def2-TZVPD) of a molecular structure, C12H5ErN10O4S5 in a non-equilibrium geometry.

For the HOMO energy (spin up / spin down), the calculation gives -1.72 / -1.72 eV. As for the spin multiplicity: 4. Its net charge is -2. The frontier orbital gap (spin up / spin down) is 4.992 / 4.997 eV.

Positions of all 37 atoms, in Å:
Er1 -0.079 -0.018 -0.139
O1 0.142 -0.028 2.130
C1 1.111 -0.010 2.891
C2 2.499 -0.019 2.534
C3 3.456 0.006 3.550
C4 4.809 0.008 3.259
C5 5.235 0.008 1.910
C6 4.330 -0.015 0.900
C7 2.913 -0.049 1.144
O2 2.101 -0.106 0.181
N1 5.768 0.005 4.289
O3 5.383 0.001 5.458
O4 6.962 0.003 3.984
H1 0.920 0.007 3.981
H2 3.137 0.028 4.583
H3 6.297 0.027 1.712
H4 4.647 -0.013 -0.134
N2 -0.017 2.718 -2.719
C8 -0.023 1.419 -3.158
N3 0.043 1.050 -4.432
N4 0.019 -0.280 -4.397
N5 -0.056 -0.706 -3.191
N6 -0.090 0.342 -2.345
C9 0.002 3.080 -1.396
N7 0.047 4.331 -0.952
N8 0.064 4.216 0.372
N9 0.033 2.984 0.727
N10 -0.010 2.203 -0.369
H5 -0.012 3.445 -3.412
S1 -5.378 -5.456 -0.007
C10 -4.233 -4.274 -0.011
S2 -2.528 -4.586 0.070
C11 -1.973 -2.916 0.101
C12 -2.952 -1.966 0.034
S3 -2.781 -0.255 0.078
S4 -4.599 -2.578 -0.081
S5 -0.274 -2.698 0.240

Results of the natural (NBO) charge analysis, in e, for atoms 1 through 4: number 1, Er, carries 1.7804; number 2, O, carries -0.5878; number 3, C, carries 0.4672; number 4, C, carries -0.3110


Record 3
The following is a DFT calculation (ωB97M-V/def2-TZVPD) of a gas-phase ion, C5H10NOS (charge +1) in a non-equilibrium geometry.

For the HOMO energy, the calculation gives -13.52 eV. The SMILES is C1C[N@H+]2CCS[C@H]2O1. Its net charge is +1. As for the energy above the lowest of the compared OMol25 structures with the same formula, charge and spin: 40.64 kcal/mol. The frontier orbital gap is 10.158 eV.

Positions of all 18 atoms, in Å:
C1 -1.024 0.328 -1.546
C2 -1.127 0.794 -0.076
N1 0.215 0.459 0.493
C3 0.345 -1.022 0.692
C4 1.898 -1.318 0.568
S1 2.574 -0.246 -0.774
C5 1.151 0.896 -0.617
O1 0.227 0.863 -1.915
H1 -1.104 -0.688 -1.685
H2 -1.736 0.790 -2.111
H3 -1.168 1.971 -0.127
H4 -2.097 0.513 0.543
H5 0.476 0.834 1.384
H6 -0.259 -1.468 0.008
H7 0.048 -1.338 1.777
H8 2.445 -1.153 1.434
H9 2.119 -2.373 0.172
H10 1.515 1.953 -0.460

Results of the natural (NBO) charge analysis, in e, for atoms 1 through 4: number 1, C, carries -0.0842; number 2, C, carries -0.2721; number 3, N, carries -0.3928; number 4, C, carries -0.2255


Record 4
The following is a DFT calculation (ωB97M-V/def2-TZVPD) of a single C4H8O2 molecule in a non-equilibrium geometry.

For the HOMO energy, the calculation gives -9.04 eV. The SMILES is C1COCCO1. Its net charge is 0. As for the energy above the lowest of the compared OMol25 structures with the same formula, charge and spin: 67.28 kcal/mol. The frontier orbital gap is 10.166 eV.

Positions of all 14 atoms, in Å:
C1 0.831 -1.201 0.348
C2 1.261 0.177 -0.109
O1 0.353 1.129 0.351
C3 -0.832 1.219 -0.398
C4 -1.407 -0.212 0.211
O2 -0.524 -1.325 -0.063
H1 1.412 -2.011 -0.127
H2 0.964 -1.316 1.438
H3 2.189 0.527 0.326
H4 1.287 0.206 -1.210
H5 -1.028 2.337 -0.306
H6 -0.679 1.157 -1.503
H7 -1.508 -0.155 1.312
H8 -2.318 -0.531 -0.270

Results of the natural (NBO) charge analysis, in e, for atoms 1 through 4: number 1, C, carries -0.0927; number 2, C, carries -0.0931; number 3, O, carries -0.5462; number 4, C, carries -0.1295


Record 5
The following is a DFT calculation (ωB97M-V/def2-TZVPD) of a single C4H4N4 molecule in a non-equilibrium geometry.

For the HOMO energy, the calculation gives -8.25 eV. The SMILES is [H]/N=c1/[nH]nc(C#C)[nH]1. Its net charge is 0. As for the energy above the lowest of the compared OMol25 structures with the same formula, charge and spin: 67.73 kcal/mol. The frontier orbital gap is 8.911 eV.

Positions of all 12 atoms, in Å:
H1 -2.962 -1.587 0.085
N1 -2.676 -0.577 0.211
C1 -1.469 -0.213 -0.003
N2 -1.131 1.115 -0.073
N3 0.213 1.290 -0.035
C2 0.655 0.022 -0.221
C3 2.077 -0.157 -0.005
C4 3.292 -0.330 0.163
N4 -0.251 -0.944 -0.215
H2 -1.638 1.643 0.608
H3 4.314 -0.300 0.456
H4 -0.121 -1.873 0.035

Results of the natural (NBO) charge analysis, in e, for atoms 1 through 4: number 1, H, carries 0.3616; number 2, N, carries -0.7677; number 3, C, carries 0.5350; number 4, N, carries -0.4256


Record 6
The following is a DFT calculation (ωB97M-V/def2-TZVPD) of a single C8H12 molecule in a non-equilibrium geometry.

For the HOMO energy, the calculation gives -8.29 eV. The SMILES is C=C(C)C1=CCCC1. Its net charge is 0. As for the energy above the lowest of the compared OMol25 structures with the same formula, charge and spin: 79.99 kcal/mol. The frontier orbital gap is 9.070 eV.

Positions of all 20 atoms, in Å:
C1 2.247 -1.247 0.600
C2 1.451 -0.326 -0.236
C3 2.221 0.877 -0.554
C4 -0.057 -0.174 -0.219
C5 -0.911 -1.120 -0.655
C6 -2.335 -0.685 -0.407
C7 -2.139 0.394 0.556
C8 -0.789 1.029 0.304
H1 1.822 -2.113 1.419
H2 3.312 -1.222 0.591
H3 3.305 0.749 -0.680
H4 2.347 1.724 0.308
H5 1.902 1.518 -1.376
H6 -0.415 -2.076 -0.794
H7 -2.953 -0.385 -1.280
H8 -2.992 -1.387 -0.088
H9 -2.978 1.002 0.303
H10 -1.888 0.290 1.770
H11 -0.374 1.462 1.141
H12 -0.777 1.690 -0.704

Results of the natural (NBO) charge analysis, in e, for atoms 1 through 4: number 1, C, carries -0.3714; number 2, C, carries -0.0298; number 3, C, carries -0.6598; number 4, C, carries -0.0140